No. 1
# C5H12N3

The ion C5H12N3 with charge +1 in a non-equilibrium geometry (ωB97M-V/def2-TZVPD, OMol25).

Results
Orbital gap: 10.74 eV
Net charge: +1
SMILES: C=NC(NC)=[N+](C)C

Each line ends with the Mulliken charge.
Positions of all 20 atoms, in Å:
N -0.65959 -1.37862 0.73487  -0.439
N -0.10091 1.09729 0.98222  -0.196
N 0.84213 -0.00359 -0.92779  0.073
C 0.03922 0.09310 0.11101  0.573
C -1.92635 -1.45788 0.87728  -0.303
C -0.89339 0.97122 2.23892  -0.891
C 0.76592 -1.19054 -1.75102  -1.084
C 1.74938 0.94437 -1.43862  -1.181
H -2.65261 -0.71720 0.36735  0.306
H 2.28060 0.59214 -2.31639  0.440
H -0.82319 1.99167 2.61411  0.300
H 0.18660 -0.95491 -2.65616  0.347
H 2.53214 1.10757 -0.73804  0.432
H -1.93463 0.54429 2.18290  0.277
H 0.13740 2.03974 0.68102  0.300
H -0.36384 0.28112 2.78730  0.447
H -2.47557 -2.19785 1.44142  0.337
H 0.21871 -2.03345 -1.39649  0.425
H 1.28122 1.74089 -1.95366  0.421
H 1.79676 -1.46936 -1.84020  0.415

No. 2
# AgCl3

A structure of composition AgCl3 (ωB97M-V/def2-TZVPD, OMol25).

Results
Orbital gap: 3.95 eV
Net charge: -2

Each line ends with the Mulliken charge.
Positions of all 4 atoms, in Å:
Ag 1.07086 0.98144 0.54699  0.844
Cl -0.41261 -0.42079 -3.74640  -0.945
Cl -3.23598 2.71856 1.77410  -0.958
Cl 2.57773 -3.27921 1.42530  -0.941

No. 3
# C5H8O

The molecule C5H8O (ωB97M-V/def2-TZVPD, OMol25).

Results
Orbital gap: 9.75 eV
Net charge: 0
SMILES: C=C/C=C\CO

Each line ends with the Mulliken charge.
Positions of all 14 atoms, in Å:
O -2.12699 1.80403 -0.36146  -0.527
C 1.27517 0.31526 -0.03330  -0.416
C 0.19430 1.07349 -0.28291  0.067
C 1.36644 -1.10990 0.32583  0.021
C -1.26308 0.69742 -0.19569  -0.551
C 0.41023 -2.03778 0.22870  -0.797
H -0.58322 -1.81332 -0.13482  0.225
H -1.53082 0.01281 -1.00426  0.264
H -1.44981 0.15814 0.75111  0.305
H 0.60655 -3.07569 0.48372  0.243
H 2.23805 0.82126 -0.11931  0.280
H 2.36096 -1.42084 0.64454  0.265
H 0.37028 2.10821 -0.59805  0.314
H -1.86807 2.46691 0.29588  0.307

No. 4
# C48H118N8O10Y

A structure of composition C48H118N8O10Y in a non-equilibrium geometry (ωB97M-V/def2-TZVPD, OMol25).

Results
Orbital gap: 7.00 eV
Net charge: +1

Each line ends with the Mulliken charge.
Positions of all 185 atoms, in Å:
Y 0.79988 -4.68232 -0.08994  1.497
O 1.53570 0.37194 -6.03796  -0.444
O 4.52230 -1.31525 3.18801  -0.299
O -0.82789 -6.19291 -1.08907  -0.071
O -0.80976 -5.13291 1.70799  -0.063
O 1.09842 5.33695 -1.79943  -0.494
O 0.50656 3.53255 3.26374  -0.322
O 2.76660 -3.71829 -0.61570  -0.780
O -3.08656 0.28606 -5.45137  -0.431
O -0.56242 -2.81823 -0.11029  -0.309
O -5.91881 1.11752 4.36952  -0.490
N -0.11682 3.20123 4.49348  0.017
N -1.10359 0.68496 -7.59888  -0.634
N 1.88329 -1.47086 -2.86840  1.124
N 0.54143 -4.21121 -2.47163  0.262
N 1.74428 -4.03974 2.14835  0.306
N -0.28044 5.10230 -2.03838  0.224
N -5.39973 -1.22836 2.89605  -0.716
N 4.88262 0.34702 0.04935  -0.596
C 2.20672 2.76613 5.41891  -1.818
C -1.45801 -7.40564 -0.67034  -1.169
C 0.78400 -0.86174 0.59124  0.443
C 1.23866 -0.14573 -4.76586  1.126
C -2.15644 5.28796 -3.49817  -2.208
C 4.90482 -3.73051 0.56403  -1.440
C 0.07423 0.76364 3.88018  -1.377
C 0.16459 2.66015 -2.09414  -1.178
C -1.10456 -4.30120 -4.35858  -1.632
C -1.25448 -5.89207 -2.44665  -1.191
C -0.50970 1.59912 6.82051  -0.838
C -0.54214 -1.44630 0.14840  2.102
C -2.60380 3.89253 -3.11426  1.300
C -1.87860 2.09195 3.29207  -0.804
C 4.06966 -3.26529 -0.63046  2.074
C 0.82471 3.41938 5.59729  1.558
C 0.96094 -4.48886 3.31672  0.327
C -0.67162 3.79366 -1.50964  2.039
C -0.50529 -4.43188 2.91511  -0.595
C -3.22296 0.12774 -4.07838  -0.425
C -0.80986 1.91201 4.38056  2.469
C -2.22692 1.58165 -7.28996  0.378
C -0.84934 -4.50009 -2.88039  1.244
C 1.13519 -3.56436 4.52915  -1.292
C -0.66668 5.55388 -3.39825  2.076
C -2.17428 3.61529 -1.67630  -1.341
C -0.40926 3.83698 0.01345  -2.671
C -1.20326 -0.61880 -0.92554  -0.733
C -3.21628 -1.43209 3.83884  -1.124
C 2.38161 -0.94626 -4.19195  0.405
C 1.03413 4.93086 5.71554  -1.829
C 5.24157 0.43704 1.47924  0.339
C 5.32726 -1.03034 4.32134  -0.825
C 4.78956 -3.71073 -1.92130  -1.195
C 0.13869 4.88389 -4.49691  -1.061
C -3.43288 1.26662 -8.15973  -1.525
C -4.60874 0.57809 4.40667  0.210
C -2.20978 -5.46130 1.71596  -0.538
C -1.49878 1.56148 5.69385  -1.063
C 1.82592 1.74205 -6.06967  -0.667
C -4.61738 -0.92210 4.10127  0.578
C -2.56272 1.53513 -5.80846  0.275
C 5.49454 1.89453 1.84404  -1.613
C -6.72660 0.76505 5.45160  -0.675
C 0.19065 2.95139 6.91345  -1.284
C 2.76794 -2.09648 -5.07972  -1.527
C -0.45675 7.07013 -3.39161  -2.058
C 4.17106 -0.20863 2.36517  1.838
H -2.70951 6.02646 -2.90239  0.455
H -2.40003 -6.30136 2.38406  0.313
H -6.14498 0.71327 6.38147  0.281
H 3.63673 0.55856 2.94574  -0.095
H 5.21041 -1.84788 5.02954  0.256
H -2.84953 1.72482 3.65119  -0.814
H -1.45829 -3.78673 -2.31478  0.055
H 2.74839 -4.14127 2.29528  0.317
H 2.03706 -3.82924 5.09002  0.391
H -1.06645 -4.80866 3.77417  0.680
H -2.51344 -5.74807 0.72030  0.090
H -2.24202 0.15657 -3.57928  -0.066
H -4.98938 -0.80839 2.06644  0.203
H -2.53566 -7.30629 -0.56379  0.510
H -3.21585 2.36731 -5.48711  0.527
H -2.45379 2.59260 -1.41350  0.151
H 0.40350 5.62080 -5.25730  0.497
H -2.07974 3.14920 3.11763  0.479
H 0.15673 5.43864 6.10909  0.423
H -4.08897 1.08321 3.59303  0.127
H -0.51330 0.59186 -6.77819  0.037
H -0.83281 1.21894 7.79324  0.523
H -7.54007 1.48088 5.55016  0.303
H 1.97292 2.01629 -7.11017  0.326
H -0.87699 4.68884 0.50085  0.666
H 3.93150 0.63134 -0.14638  0.190
H -1.72466 1.55231 2.35834  -0.238
H 6.31164 2.27705 1.24267  0.391
H -2.12863 -4.54888 -4.64949  0.458
H 3.11444 -1.79029 -6.06382  0.449
H 0.73838 0.20571 0.84115  0.295
H 0.29722 0.86942 6.63859  0.218
H -3.16987 1.10376 -9.20087  0.422
H -0.53490 3.69631 7.25294  0.363
H -0.77881 -3.37489 2.78423  -0.079
H 1.10631 6.19511 -1.36429  0.391
H 0.60130 -3.18434 -2.59347  -0.549
H -3.68189 3.77886 -3.25226  0.715
H -2.54572 5.53559 -4.49593  0.478
H 0.62167 7.22933 -3.41659  0.524
H -2.40615 2.15609 5.82271  0.532
H -2.72616 4.34608 -1.08202  0.548
H 3.63999 -2.60622 -4.64157  0.377
H 1.68768 -3.01907 2.14495  -0.671
H 5.46307 -2.94268 -2.30534  0.332
H 0.95879 2.86653 7.68431  0.459
H -0.42605 4.09794 -5.00442  -0.285
H -1.88246 0.54256 5.54868  -0.194
H -2.32123 -6.06890 -2.58877  0.480
H 2.88475 3.10969 6.19430  0.538
H 4.41926 -3.63928 1.53660  0.028
H 1.92168 5.14437 6.31672  0.359
H 1.29714 5.38443 4.75531  0.379
H 1.64686 -0.91554 -0.08211  -0.481
H -1.23155 -8.20652 -1.37813  0.362
H 4.13671 -2.16915 -0.64932  -1.092
H -2.76003 -4.56168 1.98853  0.083
H 6.36989 -0.95817 3.99925  0.289
H 4.55718 2.44661 1.74808  0.312
H -1.01545 -7.70338 0.28028  0.222
H 2.01983 -2.89135 -5.12961  0.137
H 5.01693 -0.10333 4.81242  0.274
H 3.34168 -0.69587 1.84533  -1.327
H -0.94156 7.50478 -2.52159  0.451
H 1.22254 -4.52867 -3.16323  0.271
H 5.75920 1.95181 2.90502  0.378
H 1.25045 -2.51746 4.25313  0.118
H -2.78294 -0.86227 3.00513  -0.255
H -0.73943 -6.61387 -3.09795  0.425
H 4.03338 -3.89117 -2.69238  0.177
H 1.23450 2.87463 -2.01453  0.699
H -2.27875 -0.81920 -0.98575  0.669
H -0.75252 2.89871 0.46108  0.085
H 1.23284 -5.49802 3.63190  0.439
H 0.72975 0.24418 4.58638  0.112
H 3.21950 -0.31273 -3.88582  0.333
H 0.73598 1.07617 3.06760  0.401
H -0.51027 -0.03819 3.40740  0.263
H 5.32017 -4.65970 -1.82155  0.373
H -1.64510 1.73679 -5.21576  -0.543
H 0.01617 1.76683 -1.48554  -0.025
H -4.19507 0.75967 5.40781  0.296
H 2.54364 3.02268 4.41415  0.375
H 1.07118 2.34630 -5.55791  0.104
H -0.89006 7.51805 -4.28752  0.430
H -2.53941 -1.27709 4.68195  0.376
H -3.98494 0.43761 -7.71247  0.273
H -1.17858 -1.34703 1.05477  -1.065
H -0.69063 -0.65030 -1.88488  -0.137
H -1.97656 2.63731 -7.45850  0.323
H 6.14231 -0.17414 1.58913  0.412
H -7.21434 -0.21608 5.33426  0.262
H 0.34773 -0.78999 -4.77324  -0.300
H 0.00450 4.28659 2.93803  0.327
H 2.78583 1.94635 -5.56844  0.368
H 5.19045 -4.78272 0.46449  0.340
H 0.67255 3.82403 0.17350  0.498
H -0.03985 2.50643 -3.15437  -0.036
H -0.45754 -4.90013 -5.01012  0.409
H -1.26791 0.41196 -0.55138  -0.146
H 0.96305 0.68425 -4.09430  -0.449
H 5.02334 -0.61004 -0.23866  0.287
H -6.31573 -0.79436 2.95481  0.361
H 2.12554 1.67944 5.45573  0.247
H -4.13378 2.10658 -8.14119  0.383
H 1.15954 -1.34524 1.49742  -1.129
H -3.73408 -0.79508 -3.80504  0.375
H 1.73373 -0.65342 -2.29131  -0.461
H 1.04817 4.45840 -4.07849  0.224
H -0.93202 -3.26837 -4.66998  0.192
H -3.24665 -2.46772 3.50379  0.306
H -5.05690 -1.50210 4.91660  0.431
H 2.55072 -2.10603 -2.44280  -0.723
H -2.18304 3.12473 -3.77894  -1.231
H 0.34109 -3.78801 5.24530  0.485
H -3.82787 0.92243 -3.60635  0.291
H 5.82542 -3.14198 0.61612  0.414
H -1.49738 -0.24387 -7.72595  0.325

No. 5
# C10H10N2

A structure of composition C10H10N2 in a non-equilibrium geometry (ωB97M-V/def2-TZVPD, OMol25).

Results
Orbital gap: 9.11 eV
Net charge: 0

Each line ends with the Mulliken charge.
Positions of all 22 atoms, in Å:
N 1.14426 0.79722 1.44532  -0.556
N 2.62372 0.02263 -0.09534  0.216
C 1.41492 -0.32754 -0.60448  -0.534
C -3.06262 1.14518 -0.43996  -0.366
C -3.05189 -1.12553 0.46351  -0.145
C 3.89325 -0.40473 -0.63907  -0.688
C -1.69975 1.30269 -0.26511  -0.153
C 0.44162 0.13781 0.33255  -0.306
C -3.76013 0.02024 -0.08640  -0.254
C 2.32213 0.64943 1.04518  -0.012
C -1.10624 0.07670 0.22556  0.793
C -1.74518 -1.07172 0.56945  -0.424
H 1.15219 -0.73154 -1.55173  0.391
H 4.31476 0.64980 -0.51587  0.349
H 3.43874 0.74079 1.70480  0.197
H -1.21043 -2.09972 0.77885  0.217
H -3.52721 2.22320 -0.59199  0.194
H -3.69212 -2.01530 0.69761  0.308
H 3.46781 -0.83453 -1.81520  0.237
H 4.57094 -1.08274 0.20236  0.212
H -4.91326 -0.48206 -0.22255  0.126
H -1.01551 2.40973 -0.63750  0.200

No. 6
# C5H11N4O2

The ion C5H11N4O2 with charge +1 in a non-equilibrium geometry (ωB97M-V/def2-TZVPD, OMol25).

Results
Orbital gap: 7.87 eV
Net charge: +1
SMILES: C=[NH+]CCN(N=O)/C(C)=N\O

Each line ends with the Mulliken charge.
Positions of all 22 atoms, in Å:
O -2.54557 -0.93317 0.86115  -0.394
O 0.56330 0.53796 -2.33660  -0.339
N 1.42649 -1.15099 0.73478  0.040
N -0.92678 0.00812 -0.28163  0.363
N -2.09807 0.05684 0.50760  -0.079
N 0.50113 1.53859 -1.40853  -0.536
C -0.75587 2.34947 0.43212  -1.198
C 1.26975 -0.11264 1.42357  -0.461
C -0.45942 -1.29288 -0.70318  -0.775
C 0.40653 -2.04141 0.37718  -0.672
C -0.23682 1.22545 -0.43485  0.722
H 2.12519 0.56078 1.52505  0.339
H 2.24609 -1.34708 0.18175  0.315
H -0.14421 -2.41458 1.19834  0.356
H 0.91660 -2.84697 -0.00328  0.471
H -1.24311 2.07045 1.37166  0.379
H -1.27577 -1.95993 -1.10690  0.345
H -1.54729 2.82082 -0.15395  0.329
H 0.14001 -1.13170 -1.56691  0.442
H 0.34770 0.15905 1.69390  0.513
H 0.06759 2.96233 0.63333  0.448
H 1.22252 0.94148 -2.94461  0.395

Highest occupied orbital energy (computed, Ha): -0.5217 -0.0846 -0.3287 -0.3608 -0.3100 -0.4803
Electronic energy (computed, Ha): -361.637016 -1527.538262 -270.495263 -3128.163003 -496.349793 -566.172703